No. 1
9
Properties=species:S:1:pos:R:3:forces:R:3 method="wB97M-V/def2-TZVPD" spin_multiplicity=1 orbital_gap_ev="6.852 / 7.584" fmax_ev_per_a=3.3 total_energy_ha=-1063.200698 de_lowest_ev=2.5801 homo_energy_ev="-8.48 / -8.71" lumo_energy_ev="-1.6 / -1.1" charge=0
C 0.10815 -0.65254 1.27744 2.241 -0.442 2.412
C 0.83210 0.55050 -1.03912 -1.965 -1.303 -0.589
C -0.92393 -0.56848 0.40627 -1.272 0.734 -2.599
N 1.02642 -0.66516 1.99681 -0.715 -0.056 -0.530
I 1.06902 2.31201 -0.18036 0.757 0.953 0.667
I -2.22068 1.10152 0.81298 0.189 -1.249 -0.207
I -1.60526 -2.47754 -0.42976 0.361 1.557 0.556
H 1.48163 -0.31867 -0.89597 -0.148 0.628 -0.080
H 0.23256 0.71837 -1.94830 0.554 -0.822 0.370


No. 2
12
Properties=species:S:1:pos:R:3:forces:R:3 method="wB97M-V/def2-TZVPD" spin_multiplicity=1 orbital_gap_ev=11.037 fmax_ev_per_a=2.9 total_energy_ha=-616.742727 de_lowest_ev=0.9470 smiles=CC1(Cl)CC1 homo_energy_ev=-9.98 lumo_energy_ev=1.1 charge=0
C 0.17612 1.08613 0.78108 -0.079 -0.038 -2.687
C 0.10296 1.17526 -0.78122 -0.124 -1.079 1.432
C 0.74340 0.03473 -0.07015 0.860 -2.602 0.447
C 0.19095 -1.50907 0.04796 -0.268 0.572 -1.131
Cl 2.49803 -0.05944 -0.13667 0.721 0.241 -0.117
H 0.69883 1.80613 1.33759 0.821 0.617 0.436
H -0.73796 0.77540 1.10179 -2.363 -0.494 1.665
H -0.76824 0.87204 -1.30151 -1.122 0.133 -0.088
H 0.62112 1.95831 -1.25585 1.067 0.414 -0.453
H 0.99928 -2.23381 0.35700 -0.638 1.139 -0.502
H -0.24427 -1.87406 -0.96238 0.752 0.670 1.633
H -0.59664 -1.61899 0.82824 0.375 0.427 -0.633


No. 3
19
Properties=species:S:1:pos:R:3:forces:R:3 method="wB97M-V/def2-TZVPD" spin_multiplicity=1 orbital_gap_ev=9.827 fmax_ev_per_a=1.6 total_energy_ha=-381.462629 de_lowest_ev=1.4228 smiles=NC[C@@H](N)CO.O homo_energy_ev=-9.06 lumo_energy_ev=0.8 charge=0
N 0.41706 0.40588 -0.93098 -0.379 -1.121 0.308
C -0.12049 -0.64975 -0.03968 1.188 -0.362 0.579
C -0.74211 -1.77214 -0.85056 -0.478 -0.310 -0.061
O -1.76655 -1.26832 -1.72640 0.089 -0.423 0.433
C 1.06409 -1.18399 0.79229 -0.714 -1.210 -0.793
N 0.70685 -2.38939 1.56334 -0.404 0.977 0.703
H -0.08019 1.26534 -0.81298 -0.301 0.440 -0.020
H 0.17209 0.04572 -1.84511 0.166 0.643 -0.364
H -0.82863 -0.32717 0.72739 -0.385 0.437 -0.380
H -0.03224 -2.31619 -1.48377 0.272 0.482 -0.085
H -1.12397 -2.55279 -0.18286 -0.191 0.266 0.025
H -2.57843 -1.26756 -1.20890 -0.033 0.138 -0.189
H 1.81572 -1.49231 0.08926 0.754 0.427 -0.508
H 1.43187 -0.37270 1.40105 0.184 0.020 0.351
H 1.22230 -2.40235 2.43061 0.009 -0.340 -0.025
H 0.86063 -3.23856 1.04637 0.223 -0.064 0.024
H -0.56202 7.16443 0.31740 0.136 -0.040 -0.131
H 0.04054 5.82476 0.68450 0.087 -0.040 -0.060
O 0.10348 6.52709 0.02902 -0.223 0.081 0.193


No. 4
74
Properties=species:S:1:pos:R:3:forces:R:3 method="wB97M-V/def2-TZVPD" spin_multiplicity=3 orbital_gap_ev="5.867 / 5.721" fmax_ev_per_a=0.8 total_energy_ha=-6168.715607 de_lowest_ev=0.5522 homo_energy_ev="-7.57 / -7.66" lumo_energy_ev="-1.7 / -1.9" s2=2.023 charge=0
Au 0.38425 1.95691 0.50789 -0.203 -0.727 -0.124
C -4.42625 -1.02828 0.17511 0.032 -0.031 0.014
C -4.18028 -0.33056 -0.99944 -0.010 -0.003 -0.002
C -3.31510 0.75161 -1.00190 0.056 -0.011 -0.010
C -2.69018 1.15370 0.17825 0.048 -0.055 0.147
C -2.93002 0.44416 1.35181 -0.002 -0.002 -0.017
C -3.79685 -0.63641 1.34853 -0.018 -0.021 -0.009
N -1.76285 2.21460 0.20625 0.035 0.139 -0.245
C -2.02029 3.38439 -0.38284 0.030 -0.058 0.105
C -3.33872 3.84562 -0.69615 -0.023 0.055 -0.015
C -3.54016 5.11502 -1.14359 -0.013 -0.057 0.016
C -2.47054 6.02382 -1.35811 0.079 0.070 -0.019
C -1.19582 5.62207 -1.11446 -0.056 0.002 -0.032
C -0.95050 4.30620 -0.65418 -0.024 -0.064 -0.102
N 0.29993 3.79990 -0.50064 0.231 0.477 0.064
N 1.35014 4.49380 -0.67203 -0.235 0.001 -0.135
C 2.53430 3.80482 -0.38903 0.211 -0.158 0.086
C 3.74587 4.39243 -0.74059 -0.126 0.032 -0.017
C 4.91914 3.74469 -0.40838 0.028 -0.062 0.037
C 4.87062 2.53536 0.27457 -0.037 0.043 -0.041
C 3.63092 2.00968 0.58689 0.060 -0.045 0.004
N 2.50297 2.62442 0.25481 -0.039 0.302 -0.067
H -5.08740 -1.88359 0.17349 -0.042 -0.017 -0.003
H -4.65913 -0.63399 -1.92164 0.002 -0.010 -0.013
H -3.10454 1.28329 -1.92123 0.011 0.009 -0.034
H -2.42223 0.74403 2.25841 0.024 -0.001 0.022
H -3.98414 -1.17367 2.26906 0.010 -0.031 0.027
H -4.17556 3.18603 -0.52044 -0.012 0.008 0.005
H -4.55354 5.44939 -1.32771 -0.011 -0.012 -0.014
H -2.67409 7.02177 -1.71889 -0.010 0.015 0.008
H -0.34868 6.27230 -1.27791 0.013 0.017 -0.010
H 3.73346 5.33749 -1.26303 0.007 0.020 0.003
H 5.87186 4.18193 -0.67340 0.020 0.014 -0.014
H 5.76904 2.00891 0.55683 0.033 -0.023 0.020
H 3.51094 1.07706 1.12208 -0.002 -0.071 0.011
F -2.18622 -3.45785 -0.14067 -0.111 0.012 0.130
C -1.72768 -3.63232 1.10874 -0.023 -0.124 -0.040
C -0.47998 -3.16131 1.46894 -0.008 0.076 -0.066
C -0.08478 -3.39012 2.77582 -0.066 0.025 0.071
F 1.09587 -2.92383 3.20362 0.048 -0.078 -0.044
C -0.87290 -4.06854 3.68743 -0.015 -0.012 -0.006
F -0.45679 -4.27631 4.93762 -0.020 0.016 -0.064
C -2.11960 -4.52714 3.29022 0.005 -0.002 -0.008
F -2.89876 -5.17470 4.15401 0.052 0.042 -0.060
C -2.55221 -4.30779 1.99374 0.001 0.012 0.014
F -3.75554 -4.74149 1.61085 0.042 0.008 0.011
Ge 0.61043 -1.97180 0.33844 -0.046 -0.111 -0.020
S 0.65248 -0.16391 1.54603 0.062 -0.025 0.114
C -0.04261 -2.11449 -1.51602 -0.069 0.194 0.051
C -0.44678 -1.07818 -2.33693 0.079 -0.131 -0.112
F -0.33528 0.19154 -1.94198 -0.029 0.177 0.126
C -0.94762 -1.29438 -3.61126 0.008 -0.043 0.033
F -1.33115 -0.27165 -4.37676 0.004 0.017 0.022
C -1.03761 -2.58656 -4.09644 -0.011 0.016 -0.042
F -1.51183 -2.80782 -5.31952 0.029 0.011 0.074
C -0.62147 -3.64854 -3.31101 0.028 -0.004 0.058
F -0.70282 -4.89266 -3.77977 0.000 -0.002 0.017
C -0.13451 -3.39145 -2.04295 -0.047 0.019 -0.109
F 0.23501 -4.43688 -1.29002 0.038 -0.054 -0.016
C 2.44511 -2.69258 0.18708 0.010 0.096 0.075
C 2.90043 -3.90780 0.66619 0.081 0.010 -0.087
F 2.04704 -4.81920 1.14143 -0.037 0.029 0.124
C 4.24500 -4.24883 0.65348 -0.010 0.036 -0.033
F 4.65623 -5.42291 1.12990 -0.011 0.006 -0.006
C 5.16978 -3.36047 0.13035 -0.014 0.008 -0.010
F 6.46221 -3.67642 0.11049 -0.067 0.015 -0.003
C 4.74388 -2.14961 -0.39262 -0.025 -0.033 -0.006
F 5.62877 -1.30078 -0.92266 -0.018 -0.012 0.021
C 3.39536 -1.84873 -0.36007 0.033 0.004 -0.036
F 3.00199 -0.68045 -0.90297 0.044 -0.015 0.053
Cl 1.40310 2.59262 3.76837 -0.029 0.002 -0.077
C 0.27639 3.24486 2.64774 0.013 0.174 0.362
H 0.53846 4.23866 2.30974 0.019 -0.020 -0.102
H -0.75801 3.06083 2.90301 -0.004 -0.084 -0.054


No. 5
105
Properties=species:S:1:pos:R:3:forces:R:3 method="wB97M-V/def2-TZVPD" spin_multiplicity=2 orbital_gap_ev="7.721 / 7.810" fmax_ev_per_a=2.3 total_energy_ha=-7366.604028 de_lowest_ev=1.1107 homo_energy_ev="-9.72 / -9.72" lumo_energy_ev="-2.0 / -1.9" s2=0.752 charge=+1
Ti 0.18916 1.28124 0.28679 -0.505 -2.101 0.645
C 4.31051 1.95129 -0.07134 -0.040 -0.106 -0.123
C 3.17350 1.22283 -0.40935 0.302 0.142 0.134
N 2.12729 1.69767 0.26491 1.260 0.238 0.071
N 2.55471 2.71961 1.02611 0.478 0.361 0.106
C 3.87050 2.89215 0.84317 -0.095 -0.015 -0.041
B 1.52460 3.51984 1.85358 -0.088 -0.344 -0.135
N 0.46376 4.07020 0.87809 0.011 0.516 0.042
C 0.07946 5.32719 0.61161 0.007 -0.051 0.018
C -0.96222 5.28390 -0.29520 -0.092 -0.067 -0.112
C -1.17055 3.92718 -0.53218 0.082 0.314 0.192
N -0.29960 3.20941 0.17834 -0.675 1.640 -0.266
N 0.75237 2.51122 2.76705 0.158 0.292 0.482
C 0.66337 2.49305 4.10642 -0.046 -0.114 -0.003
C -0.36967 1.64895 4.46877 -0.038 -0.017 -0.036
C -0.87822 1.17266 3.26085 -0.052 0.199 0.160
N -0.19461 1.69792 2.24608 -0.278 0.240 1.480
H 5.30825 1.81679 -0.44838 0.022 0.014 0.018
H 3.06825 0.40003 -1.09946 -0.108 -0.014 0.026
H 4.41176 3.67029 1.35360 -0.056 0.020 0.071
H 2.05576 4.36730 2.49349 0.027 0.109 0.061
H 0.55114 6.16882 1.08840 0.084 -0.017 0.019
H -1.49396 6.10988 -0.73169 -0.007 0.049 0.045
H -1.91889 3.44598 -1.14177 0.078 -0.078 -0.052
H 1.34195 3.06725 4.71419 -0.036 0.126 -0.039
H -0.71850 1.41990 5.45952 0.011 0.009 0.029
H -1.70541 0.50628 3.07274 -0.023 -0.098 -0.091
C -5.35561 0.35723 1.68211 0.280 0.027 0.252
C -4.69110 1.38815 0.77410 0.497 -0.130 0.145
S -2.98554 1.05491 0.20307 -0.631 -0.306 -0.384
C -3.21990 -0.42741 -0.83414 0.128 0.135 0.364
C -3.30108 -1.77679 -0.10253 0.217 0.138 0.335
S -2.11918 -1.87751 1.27910 -0.101 -0.242 0.032
C -3.10404 -2.64021 2.60586 0.217 0.106 -0.372
C -4.42350 -1.97082 2.97739 0.129 0.284 0.069
S -4.37849 -0.15287 3.14214 -0.136 -0.141 -0.104
H -5.59816 -0.54911 1.13211 -0.085 0.088 -0.049
H -6.28180 0.78838 2.06320 -0.068 -0.043 -0.137
H -4.59676 2.34751 1.28346 -0.118 0.030 -0.011
H -5.31346 1.52062 -0.11221 0.031 0.136 -0.002
H -2.33535 -0.41154 -1.46935 -0.038 -0.061 -0.118
H -4.10901 -0.27003 -1.44610 0.066 -0.013 -0.110
H -3.05568 -2.58346 -0.79473 -0.135 0.055 -0.078
H -4.29285 -1.96035 0.30410 -0.033 0.005 -0.114
H -2.40952 -2.62807 3.44821 -0.041 -0.055 0.040
H -3.29206 -3.68202 2.33900 -0.021 -0.033 0.153
H -4.74569 -2.36095 3.94297 -0.081 -0.072 -0.059
H -5.19692 -2.20827 2.24953 -0.060 -0.056 0.082
F 0.69058 6.05947 -5.01184 -0.066 0.023 -0.077
C -0.23388 5.10778 -4.85206 0.281 -0.098 0.020
C 0.12541 3.88021 -4.45797 -0.043 0.358 -0.137
N -0.80300 2.88400 -4.25523 -0.282 -0.050 0.000
C -0.40443 1.57783 -3.75271 0.053 0.038 0.336
C 0.16109 1.70594 -2.33334 0.289 0.595 -1.301
O 1.05607 2.50361 -2.10215 -0.201 -0.300 -0.308
O -0.39300 0.95246 -1.43832 -0.733 -0.166 -1.277
C -2.16326 3.12248 -4.40562 0.125 -0.270 0.021
O -3.01051 2.28930 -4.14675 -0.013 0.111 -0.018
N -2.47011 4.37001 -4.88828 -0.071 0.172 -0.029
C -1.61675 5.45220 -5.14991 -0.078 -0.184 0.066
O -2.04308 6.49790 -5.56817 0.089 0.033 0.042
H 1.15833 3.63684 -4.26295 -0.014 -0.036 0.035
H 0.36115 1.14559 -4.39978 -0.026 -0.031 0.021
H -1.29858 0.96333 -3.73861 0.077 -0.066 -0.096
H -3.45098 4.54296 -5.05992 -0.016 -0.034 0.034
C -1.54203 -2.46585 -3.95548 -0.110 0.194 0.032
N -0.40008 -3.34186 -3.83445 0.265 -0.157 0.058
C -0.13325 -4.44506 -4.62001 0.049 -0.145 -0.072
C 1.00920 -4.99394 -4.16233 -0.051 -0.142 -0.117
N 1.43596 -4.22750 -3.09802 -0.321 0.101 -0.145
C 2.60680 -4.46568 -2.28614 0.184 0.066 0.147
C 0.57247 -3.20293 -2.90358 0.194 0.070 0.035
Se 0.73401 -1.86641 -1.64969 -0.048 -0.354 -0.156
H -2.06028 -2.67097 -4.88854 0.045 -0.055 -0.007
H -1.20313 -1.43165 -3.94365 -0.014 -0.001 0.000
H -2.22483 -2.61295 -3.11823 0.011 -0.002 -0.012
H -0.76413 -4.74210 -5.43774 -0.047 0.025 0.018
H 1.54887 -5.85804 -4.50433 0.021 -0.007 0.018
H 3.12558 -5.34561 -2.65733 -0.039 -0.002 -0.039
H 2.31757 -4.61938 -1.24623 -0.019 -0.013 -0.032
H 3.26861 -3.60099 -2.32627 -0.003 -0.022 -0.030
O 0.86218 -0.50573 1.04212 -0.374 -0.392 0.005
S 1.38644 -0.67877 2.45415 1.105 -0.970 0.494
C 1.11547 -2.41012 2.86414 -0.284 0.145 -0.061
C 0.79806 -3.31911 1.87072 0.037 0.109 -0.099
C 0.59666 -4.64552 2.22155 0.017 0.003 0.099
C 0.71397 -5.04002 3.54716 0.000 -0.061 -0.020
C 1.04139 -4.11696 4.53099 0.037 0.008 0.012
C 1.24691 -2.78916 4.19180 -0.058 0.134 0.039
C 3.16803 -0.86609 2.28442 -0.118 0.245 0.017
C 3.96852 -0.41705 3.32155 -0.145 0.066 0.019
C 5.34002 -0.61197 3.24392 0.053 -0.063 -0.046
C 5.88331 -1.24424 2.13514 0.060 0.041 0.055
C 5.06827 -1.67316 1.09460 -0.077 -0.016 0.015
C 3.69765 -1.49104 1.16704 -0.103 -0.109 -0.041
H 0.70481 -2.98087 0.84691 -0.070 -0.048 -0.058
H 0.33726 -5.37198 1.46276 0.003 0.022 -0.032
H 0.55206 -6.07467 3.81854 -0.010 -0.009 0.000
H 1.13281 -4.43178 5.56130 0.015 0.012 0.015
H 1.51087 -2.06031 4.94920 -0.050 0.006 0.035
H 3.52279 0.05723 4.18809 0.020 0.078 -0.017
H 5.98159 -0.27548 4.04661 -0.004 -0.004 0.017
H 6.95046 -1.41405 2.08708 0.020 0.041 -0.031
H 5.50320 -2.15803 0.23085 -0.002 -0.021 -0.006
H 3.03189 -1.83834 0.38339 0.045 0.032 -0.080